Record 1
{"formula": "C8H7N3", "method": "the ωB97M-V functional and the def2-TZVPD basis", "species": ["N", "C", "C", "N", "N", "C", "C", "C", "C", "C", "C", "H", "H", "H", "H", "H", "H", "H"], "xyz": [[2.6795, 0.4386, 4.0109], [1.9994, -0.2070, 3.3468], [1.1556, -0.8468, 2.3952], [1.0287, -2.2007, 2.1268], [0.3961, -2.5194, 0.9864], [-0.0082, -1.3514, 0.5548], [0.4366, -0.2700, 1.3497], [0.0226, 1.0572, 0.7305], [0.6211, 1.2939, -0.6343], [-0.6883, 0.5228, -0.5092], [-0.7246, -0.9500, -0.6556], [1.2604, -2.9220, 2.6797], [-0.1761, 1.8666, 1.3259], [0.6656, 2.2367, -0.9582], [1.5102, 0.8040, -0.7422], [-1.5406, 1.0983, -0.9674], [-0.2425, -1.4520, -1.4219], [-1.8330, -1.1656, -0.7490]], "mulliken_charge": [-0.445, 0.167, -0.283, 0.320, -0.902, 0.171, 0.709, -0.410, -0.988, -0.091, -0.431, 0.099, 0.528, 0.343, 0.266, 0.357, 0.293, 0.297], "de_lowest_kj_mol": 287.1, "total_energy_ha": -473.21970, "mol_weight_da": 145.17, "smiles": "N#Cc1[nH]nc2c1[C@H]1C[C@H]1C2", "charge": 0, "orbital_gap_ev": 9.94, "homo_energy_ev": -9.2772}

***

Record 2
{"formula": "C8H7N5", "method": "the ωB97M-V functional and the def2-TZVPD basis", "species": ["C", "C", "N", "C", "N", "C", "C", "N", "C", "N", "C", "C", "N", "H", "H", "H", "H", "H", "H", "H"], "xyz": [[-2.9157, -1.6587, -0.1006], [-1.8341, -0.6599, 0.3787], [-0.7738, -0.4852, -0.5951], [0.4703, 0.2280, -0.0725], [1.6308, -0.5963, -0.0147], [2.8208, 0.1334, 0.3084], [3.9304, -0.5541, -0.0108], [4.8539, -1.2648, -0.6235], [2.8563, 1.5885, 0.1753], [1.7373, 2.2361, 0.1931], [0.4749, 1.5576, -0.0556], [-0.5715, 2.4935, -0.2861], [-1.6376, 3.0488, -0.5003], [-2.7132, -2.6573, -0.5525], [-3.8674, -1.1289, -0.6025], [-3.4054, -2.0626, 0.8992], [-2.5118, 0.2199, 0.4261], [-1.7885, -1.0964, 1.5988], [-0.4970, -1.3620, -0.9483], [3.7413, 2.0202, 0.3828]], "mulliken_charge": [-1.008, -0.249, -0.240, 0.713, -0.508, 0.468, 0.177, -0.399, -0.398, -0.523, 0.334, 0.105, -0.482, 0.336, 0.243, 0.280, 0.174, 0.182, 0.343, 0.450], "de_lowest_kj_mol": 494.1, "total_energy_ha": -582.60800, "mol_weight_da": 173.18, "smiles": "CCNc1nc(C#N)cnc1C#N", "charge": 0, "orbital_gap_ev": 7.61, "homo_energy_ev": -9.9299}

***

Record 3
{"formula": "C8H7NO", "method": "the ωB97M-V functional and the def2-TZVPD basis", "species": ["C", "C", "C", "C", "C", "C", "C", "C", "N", "O", "H", "H", "H", "H", "H", "H", "H"], "xyz": [[1.9797, -0.2619, -0.9419], [2.2451, 0.3825, 0.1813], [-0.3508, 0.9361, -1.2086], [-0.0368, 1.7385, -0.1414], [0.4834, -0.2999, -0.8424], [0.8030, 0.6237, 0.5770], [-1.3923, -0.6464, 1.1689], [0.1812, -0.7288, 0.6207], [-2.2021, -1.1539, 0.1956], [-1.6890, -0.2464, 2.2571], [2.5011, -0.8936, -1.6730], [2.9940, 0.5100, 0.9390], [-1.1068, 0.7855, -2.0054], [-0.0693, 2.8066, 0.2310], [0.7139, -1.5100, 0.9362], [-1.8958, -0.7682, -0.6469], [-3.1584, -1.2740, 0.3528]], "mulliken_charge": [-0.425, -0.598, -0.825, -0.371, 0.051, 0.561, 0.234, -0.354, -0.330, -0.554, 0.337, 0.359, 0.427, 0.354, 0.687, 0.191, 0.254], "de_lowest_kj_mol": 510.1, "total_energy_ha": -438.81974, "mol_weight_da": 133.15, "charge": 0, "orbital_gap_ev": 9.19, "homo_energy_ev": -8.3833}

***

Record 4
{"formula": "C8H7NO2", "method": "the ωB97M-V functional and the def2-TZVPD basis", "species": ["O", "N", "C", "C", "O", "C", "C", "C", "C", "C", "C", "H", "H", "H", "H", "H", "H", "H"], "xyz": [[0.7754, -2.0961, 2.9152], [1.3856, -1.5236, 1.7083], [0.4959, -0.7595, 1.1139], [-0.7752, -0.4664, 1.7584], [-1.3555, 0.4775, 1.0524], [-0.6836, 0.6804, -0.0573], [-1.0622, 1.7171, -1.0273], [-0.4879, 1.6033, -2.1984], [0.5680, 0.6360, -2.4632], [1.0375, -0.2382, -1.5222], [0.4407, -0.1183, -0.2609], [1.3840, -2.7095, 3.2645], [-1.5943, -1.2089, 1.8998], [-0.4162, -0.2494, 2.8723], [-1.7846, 2.4679, -0.5894], [-0.6282, 2.3823, -2.9879], [0.8950, 0.4058, -3.4165], [1.8054, -1.0004, -2.0617]], "mulliken_charge": [-0.416, -0.630, 0.426, -0.191, -0.392, 0.202, -0.510, -0.452, -0.437, -0.393, 0.695, 0.333, 0.254, 0.254, 0.332, 0.304, 0.422, 0.199], "de_lowest_kj_mol": 423.4, "total_energy_ha": -514.14031, "mol_weight_da": 149.15, "smiles": "O/N=C1\\COc2ccccc21", "charge": 0, "orbital_gap_ev": 8.81, "homo_energy_ev": -8.2714}

***

Record 5
{"formula": "C8H7NOS", "method": "the ωB97M-V functional and the def2-TZVPD basis", "species": ["C", "S", "N", "C", "O", "C", "C", "C", "C", "C", "C", "H", "H", "H", "H", "H", "H", "H"], "xyz": [[3.5764, 0.0193, -0.2930], [2.3754, 0.5489, 0.9580], [0.9881, 0.8232, -0.0156], [0.2991, 2.3756, -0.2575], [0.8614, 3.3267, -0.5432], [-0.9261, 1.6510, 0.0250], [-2.2687, 1.8134, 0.1285], [-2.9662, 0.6885, 0.6166], [-2.3091, -0.5111, 0.8344], [-0.9316, -0.6617, 0.8574], [-0.2344, 0.4043, 0.3740], [3.1310, 0.1616, -1.1694], [3.6379, -1.0619, -0.2509], [4.4756, 0.4564, -0.3767], [-2.6706, 2.7477, -0.3714], [-4.0266, 0.6696, 0.4182], [-2.9060, -1.3165, 1.2973], [-0.4469, -1.5742, 1.2696]], "mulliken_charge": [-1.018, -0.024, -0.025, 0.246, -0.431, 0.487, -0.303, -0.620, -0.277, -0.602, 0.140, 0.363, 0.307, 0.420, 0.307, 0.334, 0.335, 0.364], "de_lowest_kj_mol": 282.3, "total_energy_ha": -837.12578, "mol_weight_da": 165.22, "smiles": "CSN1C(=O)c2ccccc21", "charge": 0, "orbital_gap_ev": 7.84, "homo_energy_ev": -7.9963}

***

Record 6
{"formula": "C8H7O2", "method": "the ωB97M-V functional and the def2-TZVPD basis", "species": ["C", "C", "C", "C", "C", "C", "C", "C", "O", "O", "H", "H", "H", "H", "H", "H", "H"], "xyz": [[0.9258, -1.1703, 1.1178], [-1.3319, -0.0022, 1.2136], [1.9250, -1.5646, 0.3134], [-1.4553, 1.6312, -1.2104], [-2.3074, 0.8410, 0.8070], [-0.0782, -0.2586, 0.5607], [0.3063, 0.2963, -0.5914], [1.4866, 0.0425, -1.3979], [2.1496, -1.1371, -0.9277], [-2.3052, 1.6360, -0.2941], [0.8125, -1.5359, 2.1221], [-1.5049, -0.5410, 2.1341], [2.6346, -2.3318, 0.5969], [-1.4806, 2.3433, -2.0190], [-3.2126, 0.9855, 1.3799], [1.2480, -0.1276, -2.4557], [2.1876, 0.8934, -1.3494]], "mulliken_charge": [-0.872, -0.572, -0.198, -0.070, -0.249, 1.737, -0.403, -0.349, -0.366, -0.224, 0.373, 0.380, 0.426, 0.366, 0.421, 0.329, 0.271], "de_lowest_kj_mol": 354.2, "total_energy_ha": -459.04144, "mol_weight_da": 135.14, "charge": 1, "orbital_gap_ev": [6.97, 6.97], "homo_energy_ev": [-12.5640, -12.5635]}

***

Record 7
{"formula": "C8H8", "method": "the ωB97M-V functional and the def2-TZVPD basis", "species": ["C", "C", "C", "C", "C", "C", "C", "C", "H", "H", "H", "H", "H", "H", "H", "H"], "xyz": [[0.7622, 1.8429, -0.2476], [0.5631, 0.5595, 0.5036], [1.7361, -0.4988, 0.1543], [1.1031, -1.6967, -0.0550], [-0.4238, -1.4079, -0.1870], [-0.6754, -0.1607, 0.1994], [-2.0497, 0.0800, 0.2558], [-3.4302, -0.1340, 0.1062], [0.1299, 2.7778, -0.0412], [0.5534, 1.5585, -1.2251], [1.9911, 2.3302, -0.6186], [0.6162, 0.4680, 1.7012], [2.7210, -0.6673, 0.7538], [1.7285, -2.6914, -0.2529], [-0.8766, -2.3953, -0.6549], [-4.4489, 0.0349, -0.3918]], "mulliken_charge": [-1.246, 0.777, -0.731, -0.216, -0.188, 0.059, -0.234, -0.645, 0.302, 0.450, 0.245, 0.284, 0.263, 0.293, 0.284, 0.304], "de_lowest_kj_mol": 703.9, "total_energy_ha": -309.34570, "mol_weight_da": 104.15, "charge": 0, "orbital_gap_ev": 8.18, "homo_energy_ev": -8.2969}

***

Record 8
{"formula": "C8H8BrIO3", "method": "the ωB97M-V functional and the def2-TZVPD basis", "species": ["C", "C", "C", "C", "C", "C", "C", "C", "O", "O", "O", "Br", "I", "H", "H", "H", "H", "H", "H", "H", "H"], "xyz": [[-2.0446, 1.3236, -1.5915], [-1.6733, 2.5308, -1.8280], [-0.3725, -1.2255, 0.3884], [0.8670, 1.8111, -1.2459], [-1.0488, 0.1072, -1.3751], [0.2734, 0.4937, -1.9557], [0.0605, 2.4321, -2.4290], [-0.4457, -1.2312, 1.8995], [0.2195, -2.0161, -0.3354], [0.1874, 1.2467, -3.1914], [-0.9978, -0.1140, -0.0125], [-2.6513, 4.1144, -1.7632], [0.8591, 4.2408, -3.2289], [-3.0881, 1.0941, -1.3723], [0.4948, 1.9523, -0.3259], [1.9726, 1.8939, -1.4176], [-1.5356, -0.8008, -1.9682], [0.8817, -0.3528, -1.9644], [-0.7918, -0.1869, 2.1318], [0.5997, -1.4432, 2.2591], [-1.1637, -1.9747, 2.1205]], "mulliken_charge": [-0.497, -0.238, 0.727, -0.735, 0.341, -0.609, 0.175, -0.922, -0.571, -0.476, -0.281, -0.127, 0.106, 0.424, 0.358, 0.336, 0.374, 0.752, 0.269, 0.295, 0.299], "de_lowest_kj_mol": 0.0, "total_energy_ha": -3406.95804, "mol_weight_da": 358.96, "charge": 0, "orbital_gap_ev": 9.84, "homo_energy_ev": -9.4514}

***

Record 9
{"formula": "C8H8BrO6", "method": "the ωB97M-V functional and the def2-TZVPD basis", "species": ["C", "O", "C", "O", "C", "C", "O", "C", "O", "C", "O", "O", "C", "Br", "C", "H", "H", "H", "H", "H", "H", "H", "H"], "xyz": [[-1.7361, 2.1986, 0.0614], [-0.8800, 1.0739, 0.0544], [-1.5162, -0.1317, 0.0393], [-2.7339, -0.1955, 0.0628], [-0.6361, -1.2672, -0.0065], [0.7320, -1.2164, -0.0199], [1.3967, -0.0501, 0.0929], [2.8036, -0.1209, -0.0659], [1.4727, -2.2897, -0.1346], [0.9865, -3.3061, -1.1925], [1.7274, -3.3473, -2.1666], [0.4245, -4.3888, -0.4685], [-0.4669, -3.4446, -1.0179], [-1.4295, -4.1555, -2.5278], [-1.2836, -2.6229, -0.0705], [-2.2269, 2.3150, -0.9113], [-1.1067, 3.0601, 0.2755], [-2.5100, 2.0848, 0.8254], [3.2692, -0.5313, 0.8349], [3.1382, 0.9018, -0.2296], [3.0672, -0.7540, -0.9163], [-2.3134, -2.5065, -0.4102], [-1.2945, -3.1063, 0.9155]], "mulliken_charge": [-0.721, -0.266, 0.511, -0.718, 0.016, 0.831, -0.323, -0.722, -0.475, 0.716, -0.781, -0.534, 0.232, -0.244, -0.805, 0.270, 0.244, 0.291, 0.251, 0.255, 0.339, 0.422, 0.212], "total_energy_ha": -3335.12261, "mol_weight_da": 280.05, "smiles": "COC(=O)C1=C(OC)O[C@@]2([O-])O[C@@]2(Br)C1", "charge": -1, "orbital_gap_ev": 7.89, "homo_energy_ev": -4.6702}

***

Record 10
{"formula": "C8H8Cl2O2S", "method": "the ωB97M-V functional and the def2-TZVPD basis", "species": ["C", "C", "C", "C", "C", "C", "C", "C", "O", "O", "S", "Cl", "Cl", "H", "H", "H", "H", "H", "H", "H", "H"], "xyz": [[0.3326, -0.6100, 1.8596], [-0.8326, -0.3817, 1.3594], [0.1801, -0.6365, -0.9187], [1.4055, -0.8694, -0.3317], [-0.1293, -1.0071, -2.3199], [1.5888, -0.7359, 1.1385], [-1.0993, -0.3562, -0.1113], [-0.2143, 2.1972, -0.2343], [-1.0583, -0.6690, -2.9918], [-2.7005, 1.6514, 0.4205], [-1.7805, 1.2462, -0.6285], [2.8265, -1.2782, -1.2110], [-2.4978, -1.4627, -0.5201], [0.3183, -0.5838, 2.8960], [-1.7786, -0.4173, 1.9271], [0.7641, -1.5278, -2.6672], [2.1680, 0.0361, 1.5415], [2.1906, -1.7187, 1.3285], [0.4710, 2.1769, -1.0575], [0.2797, 1.7218, 0.6462], [-0.4340, 3.2248, -0.1253]], "mulliken_spin": [-0.003, 0.024, 0.543, 0.736, 0.033, -0.006, 0.037, 0.016, 0.260, 0.058, 0.056, 0.117, 0.038, 0.003, -0.001, 0.005, 0.045, 0.045, -0.003, -0.004, 0.002], "total_energy_ha": -1778.47023, "spin_multiplicity": 3, "mol_weight_da": 239.12, "charge": 0, "orbital_gap_ev": [7.32, 5.67], "homo_energy_ev": [-6.8582, -9.3341]}

***

Record 11
{"formula": "C8H8Cl9N", "method": "the ωB97M-V functional and the def2-TZVPD basis", "species": ["Cl", "C", "Cl", "Cl", "H", "Cl", "C", "Cl", "Cl", "H", "Cl", "C", "Cl", "Cl", "H", "C", "C", "C", "N", "C", "C", "H", "H", "H", "H", "H"], "xyz": [[-3.2068, -5.4922, 4.8375], [-1.9811, -5.5336, 3.5674], [-1.9358, -7.0811, 2.6373], [-0.3687, -5.0872, 4.2572], [-2.2551, -4.7229, 2.8922], [1.2641, -0.2678, -2.1739], [1.2270, -1.6614, -1.1560], [-0.4494, -2.1388, -0.6796], [2.2070, -1.3381, 0.2438], [1.6578, -2.4755, -1.7387], [4.7351, -3.5948, -5.4234], [6.0624, -3.4725, -6.5342], [5.6828, -4.1957, -8.1462], [7.5905, -4.0013, -5.7123], [6.1675, -2.4124, -6.7651], [-2.8938, 4.4525, 2.7503], [-2.9466, 5.8226, 2.5032], [-2.3404, 6.3229, 1.3857], [-1.7130, 5.4591, 0.5205], [-1.6082, 4.1422, 0.8018], [-2.2390, 3.5794, 1.8569], [-3.3909, 4.0076, 3.5997], [-3.5809, 6.3604, 3.1923], [-2.2882, 7.3823, 1.1819], [-1.1538, 3.4396, 0.1189], [-2.2426, 2.5068, 1.9827]], "mulliken_charge": [-0.109, 0.087, -0.115, -0.123, 0.261, -0.115, 0.090, -0.129, -0.109, 0.264, -0.098, 0.064, -0.121, -0.120, 0.276, -0.203, -0.315, -0.229, -0.539, -0.158, -0.313, 0.343, 0.333, 0.363, 0.360, 0.357], "de_lowest_kj_mol": 101.0, "total_energy_ha": -4506.06860, "mol_weight_da": 437.24, "smiles": "ClC(Cl)Cl.ClC(Cl)Cl.ClC(Cl)Cl.c1ccncc1", "charge": 0, "orbital_gap_ev": 9.88, "homo_energy_ev": -9.6176}

***

Record 12
{"formula": "C8H8ClIOS", "method": "the ωB97M-V functional and the def2-TZVPD basis", "species": ["C", "C", "C", "C", "C", "C", "C", "C", "O", "S", "Cl", "I", "H", "H", "H", "H", "H", "H", "H", "H"], "xyz": [[-0.7136, 0.3142, -1.0736], [-0.1274, 0.5569, 1.2366], [0.6491, 0.1137, -1.3055], [1.2020, 0.3402, 0.9620], [-1.1528, 0.5679, 0.2313], [1.6496, 0.1949, -0.3471], [-3.5462, 0.5442, -0.0007], [4.0381, -0.8447, 0.2240], [-2.3187, 0.7746, 0.7147], [3.3360, 0.0939, -0.9628], [5.7387, -0.9354, 0.5098], [-1.6081, -2.7521, -0.1246], [-1.2109, 0.0186, -1.9497], [-0.3909, 0.4955, 2.2348], [0.8177, 0.0785, -2.4369], [1.9501, 0.5454, 1.8341], [-3.4874, -0.2529, -0.8069], [-3.9700, 1.3588, -0.4971], [-4.3052, 0.2714, 0.7397], [3.4499, -1.4836, 0.8179]], "mulliken_charge": [-0.435, -0.653, -0.102, -0.111, 0.311, 0.083, -0.705, -0.330, -0.403, -0.135, -0.167, -0.015, 0.451, 0.436, 0.201, 0.265, 0.240, 0.348, 0.277, 0.442], "de_lowest_kj_mol": 115.4, "total_energy_ha": -1540.82030, "mol_weight_da": 314.57, "charge": 0, "orbital_gap_ev": [8.71, 4.01], "homo_energy_ev": [-8.6181, -6.9957]}

***

Record 13
{"formula": "C8H8ClN2O2", "method": "the ωB97M-V functional and the def2-TZVPD basis", "species": ["C", "C", "C", "C", "C", "C", "C", "C", "N", "N", "O", "O", "Cl", "H", "H", "H", "H", "H", "H", "H", "H"], "xyz": [[-1.8228, 1.1606, -2.0173], [-1.5904, -0.2304, -1.9681], [-1.1858, 1.8945, -0.9865], [-0.7243, -0.8005, -1.1036], [-0.1085, 1.4077, -0.3282], [-0.0049, -0.0092, -0.1514], [1.8596, -1.6770, 0.0738], [1.1240, -0.5583, 0.6538], [0.7500, 0.7549, 2.3917], [1.4847, -0.2097, 1.8314], [1.5455, -2.1818, -0.9557], [2.9700, -1.9856, 0.7598], [-1.1965, -1.2284, 1.9756], [-2.7208, 1.5339, -2.5999], [-2.2007, -0.8965, -2.5973], [-1.4762, 2.9578, -0.9879], [-0.8266, -1.8588, -1.0263], [0.4689, 2.0249, 0.1929], [0.7318, 0.6276, 3.3635], [-0.1245, 0.7454, 1.9585], [3.0477, -1.4711, 1.5211]], "mulliken_charge": [-0.473, -0.238, -0.514, -0.647, -0.748, 0.302, 0.133, 1.146, -0.561, -0.400, -0.564, -0.547, -0.640, 0.266, 0.284, 0.303, 0.292, 0.709, 0.278, 0.212, 0.408], "de_lowest_kj_mol": 14.4, "total_energy_ha": -1029.85649, "mol_weight_da": 199.62, "charge": -1, "orbital_gap_ev": 7.73, "homo_energy_ev": -4.1499}